Here is the molecule C2H2N2OS2 from the Open Molecules 2025 dataset. Energies are from ωB97M-V with the def2-TZVPD basis set.

- HOMO level: -9.12 eV
- M: 134.19 g mol⁻¹
- Frontier orbital gap: 0.3198 Ha
- SMILES: Sc1nnoc1S
- E_LUMO: -0.417 eV
- Energy relative to the best compared isomer or geometry (same formula, charge and spin): 3.011 eV

Geometry as ORCA input:
```
! wB97M-V def2-TZVPD RIJCOSX def2/J DEFGRID3
* xyz 0 1
S -0.29 1.59 -1.34
C -0.57 0.09 -0.51
N -1.64 -0.71 -0.42
N -1.56 -1.62 0.38
O -0.23 -1.52 0.88
C 0.37 -0.51 0.32
S 1.87 0.10 0.99
H -1.66 2.23 -0.85
H 1.78 1.74 0.89
*
```

Atomic partial charges in e from the Löwdin method, atoms 1 to 2: S 0.7133; C -0.7725

=====

Here is a cluster of 14 separate species, C5H34NO15 in total from the Open Molecules 2025 dataset. Energies are from ωB97M-V with the def2-TZVPD basis set.

- HOMO level: -7.14 eV
- M: 348.32 g mol⁻¹
- Frontier orbital gap: 0.3494 Ha
- E_LUMO: 2.371 eV
- Energy relative to the best compared isomer or geometry (same formula, charge and spin): 0.721 eV

Geometry as ORCA input:
```
! wB97M-V def2-TZVPD RIJCOSX def2/J DEFGRID3
* xyz -1 1
C 1.46 -2.27 -0.76
C 1.36 -0.89 -1.43
C 1.44 0.25 -0.45
C 2.40 1.16 -0.48
N 0.49 -2.56 0.29
C -0.83 -2.17 0.19
O -1.38 -1.93 -0.91
O -1.46 -1.93 1.28
H 1.32 -2.97 -1.60
H 2.47 -2.37 -0.37
H 0.40 -0.67 -1.91
H 2.06 -0.73 -2.25
H 0.67 0.36 0.30
H 2.52 1.90 0.31
H 3.22 1.19 -1.21
H 0.89 -2.47 1.21
H -3.79 0.13 1.11
H -2.87 -1.02 0.77
O -3.74 -0.62 0.51
H -3.00 -1.61 -1.80
H -4.18 -0.72 -2.11
O -3.50 -1.24 -2.55
H -0.07 -2.66 3.53
H -0.55 -1.62 2.45
O 0.06 -1.74 3.28
H -0.14 4.20 1.68
H 0.35 3.50 3.03
O -0.12 4.27 2.65
H -2.45 -0.60 -4.43
H -1.06 -1.12 -4.10
O -1.55 -0.62 -4.78
H -1.99 2.50 -2.06
H -2.11 1.72 -0.76
O -1.97 2.61 -1.10
H 2.94 -0.51 3.27
H 1.53 -0.90 3.73
O 2.26 -0.26 3.90
H -2.59 3.78 3.15
H -2.48 2.37 3.39
O -3.18 3.05 3.42
H 4.83 -0.15 0.62
H 3.60 0.63 1.16
O 4.04 -0.22 1.16
H 2.06 -2.45 -3.57
H 1.59 -2.21 -4.99
O 2.38 -2.36 -4.48
H 0.56 1.85 4.80
H 1.15 1.18 3.59
O 0.62 1.96 3.84
H -0.76 -2.33 -2.38
H -1.28 -3.06 -3.60
O -0.46 -2.65 -3.29
H 0.30 4.49 -0.76
H -1.09 3.97 -0.43
O -0.40 4.58 -0.10
*
```

Atomic partial charges in e from the Löwdin method, atoms 1 to 2: C -0.1695; C -0.1887

=====

Here is a structure of composition C45H53N6O7SV from the Open Molecules 2025 dataset. Energies are from ωB97M-V with the def2-TZVPD basis set.

- HOMO level (spin up / spin down): -9.60 / -9.59 eV
- M: 872.96 g mol⁻¹
- Frontier orbital gap (spin up / spin down): 0.1885 / 0.2002 Ha
- ⟨S²⟩: 0.759
- E_LUMO (spin up / spin down): -4.472 / -4.145 eV
- Energy relative to the best compared isomer or geometry (same formula, charge and spin): 0.000 eV

Geometry as ORCA input:
```
! wB97M-V def2-TZVPD RIJCOSX def2/J DEFGRID3
* xyz 1 2
V -0.06 -0.17 -0.36
C -0.30 0.78 -6.59
C 1.01 0.78 -5.81
C 0.90 0.03 -4.52
C 1.22 -1.27 -4.28
C 1.86 -2.25 -5.22
C 3.38 -2.30 -5.05
C 0.91 -1.53 -2.90
N 0.39 -0.40 -2.32
C 0.38 0.57 -3.29
C -0.08 1.86 -3.12
C -0.60 2.39 -1.95
C -1.11 3.73 -1.81
C -1.07 4.78 -2.87
C 0.29 5.48 -2.93
C -1.57 3.84 -0.53
C -1.34 2.57 0.10
C -1.65 2.29 1.42
C -1.41 1.09 2.07
N -0.85 -0.02 1.50
C -0.80 -0.97 2.49
C -0.31 -2.26 2.32
C 0.18 -2.79 1.15
N 0.27 -2.13 -0.05
C 0.85 -3.01 -0.93
C 1.13 -2.74 -2.25
C 1.13 -4.26 -0.27
C 0.71 -4.13 1.02
C 0.85 -5.11 2.14
C 2.11 -4.84 2.97
C 1.73 -5.46 -0.93
C 0.70 -6.27 -1.72
C -1.32 -0.44 3.72
C -1.72 0.84 3.46
C -2.34 1.83 4.40
C -1.32 2.84 4.92
C -1.46 -1.20 5.00
C -2.73 -2.06 5.02
N -0.74 1.70 -0.77
C -2.22 5.02 0.11
C -3.75 4.90 0.11
H -0.21 1.33 -7.52
H -1.10 1.24 -6.01
H -0.61 -0.24 -6.82
H 1.32 1.81 -5.61
H 1.80 0.34 -6.41
H 1.62 -1.97 -6.24
H 1.43 -3.24 -5.07
H 3.82 -1.33 -5.24
H 3.82 -3.03 -5.73
H 3.65 -2.59 -4.03
H -0.02 2.52 -3.97
H -1.85 5.52 -2.67
H -1.31 4.35 -3.84
H 0.52 5.96 -1.97
H 0.31 6.25 -3.70
H 1.09 4.77 -3.14
H -2.10 3.08 1.99
H -0.32 -2.90 3.19
H 1.58 -3.53 -2.83
H 0.89 -6.12 1.73
H -0.04 -5.08 2.78
H 3.00 -4.92 2.36
H 2.19 -5.55 3.79
H 2.09 -3.83 3.39
H 2.19 -6.09 -0.16
H 2.55 -5.15 -1.58
H -0.10 -6.62 -1.06
H 1.16 -7.14 -2.19
H 0.24 -5.66 -2.50
H -2.79 1.29 5.23
H -3.16 2.35 3.90
H -0.48 2.34 5.40
H -1.78 3.52 5.64
H -0.93 3.45 4.10
H -1.48 -0.50 5.83
H -0.58 -1.83 5.15
H -3.62 -1.44 4.91
H -2.81 -2.61 5.96
H -2.73 -2.78 4.20
H -1.92 5.93 -0.41
H -1.85 5.13 1.14
H -4.13 4.84 -0.91
H -4.20 5.76 0.60
H -4.07 4.00 0.64
O 2.92 -1.09 1.28
C 2.34 -0.05 1.25
O 1.53 0.28 0.21
C 2.38 1.01 2.30
C 1.78 2.24 2.10
C 1.83 3.17 3.12
C 2.43 2.91 4.34
C 3.00 1.66 4.50
C 3.00 0.71 3.51
N 3.64 1.34 5.80
O 3.62 2.20 6.65
O 4.11 0.23 5.92
N 1.19 4.48 2.92
O 0.64 4.67 1.85
O 1.21 5.27 3.84
H 1.29 2.50 1.17
H 2.45 3.64 5.13
H 3.46 -0.26 3.66
C -2.48 -3.08 -1.99
S -3.02 -1.39 -1.78
C -2.67 -0.79 -3.43
O -2.03 -0.76 -0.83
H -3.16 -3.58 -2.68
H -2.52 -3.55 -1.01
H -1.46 -3.08 -2.37
H -3.43 -1.20 -4.09
H -1.67 -1.09 -3.75
H -2.75 0.29 -3.40
*
```

Atomic partial charges in e from the Löwdin method, atoms 1 to 2: V 1.1505; C -0.0760